Entry 1:
An isolated ion of composition C6H9O2 and charge -1 in a non-equilibrium geometry. Source: OMol25; level of theory: wB97M-V/def2-TZVPD.

HOMO energy in eV: -3.854
Multiplicity: 1
SMILES string: CCC1(C(=O)[O-])CC1
Net charge: -1
Max |F| in hartree/bohr: 0.0884
Energy relative to the best compared isomer or geometry (same formula, charge and spin) in kcal per mole: 28.1
E_tot in a.u.: -384.5007

```
17
Properties=species:S:1:pos:R:3:forces:R:3
C -1.90886 -0.24621 0.17868 1.1 -0.3 -1.7
C -0.64431 -0.45571 -0.67852 1.2 0.1 -1.1
C 0.61870 -0.62818 0.20021 0.4 0.7 0.8
C 0.54218 -2.08446 1.15898 -0.5 2.7 -2.0
O -0.50764 -2.69064 0.93433 -0.1 -0.8 0.3
O 1.51441 -2.25814 1.87143 0.7 -0.5 0.7
C 2.06386 -0.21863 -0.14246 -0.1 -2.3 3.9
C 1.29873 0.64210 0.85377 -0.4 -0.7 -0.5
H -1.93632 -1.05606 0.87406 -0.4 -0.2 0.6
H -2.74094 -0.28009 -0.53937 -0.2 0.3 0.6
H -1.72344 0.73290 0.61855 -0.7 0.0 0.3
H -0.65211 0.43928 -1.38183 0.7 -0.8 0.7
H -0.61350 -1.35079 -1.37063 -0.7 0.7 0.9
H 2.53303 0.21346 -0.97099 0.1 0.5 -1.5
H 2.71997 -0.99052 0.46134 -1.0 1.6 -1.5
H 1.57662 0.77655 1.89502 0.2 -1.0 0.1
H 1.01615 1.64400 0.55312 -0.4 -0.1 -0.8
```
Forces are in eV/Å.



Entry 2:
C28H19N4O5TeV as an isolated structure. Source: OMol25; level of theory: wB97M-V/def2-TZVPD.

HOMO energy (spin up / spin down) in eV: -3.091 / -4.908
Multiplicity: 4
Net charge: -1
Max |F| in hartree/bohr: 0.0088
Energy relative to the best compared isomer or geometry (same formula, charge and spin) in kcal per mole: 0.0
E_tot in a.u.: -2885.8953

```
58
Properties=species:S:1:pos:R:3:forces:R:3
V -0.29661 0.21426 -0.93657 0.0 -0.2 0.2
O -1.29225 -2.97733 1.27223 0.0 0.0 0.0
C -1.09027 -1.90949 0.73783 0.0 -0.1 0.1
O -0.68795 -1.71702 -0.48073 0.2 0.4 -0.2
C -1.30873 -0.57328 1.52743 -0.1 0.0 0.1
O -1.84105 -0.53180 2.60697 0.1 0.0 0.0
O -0.86624 0.48954 0.87677 0.0 0.0 -0.4
C 10.37368 8.41972 -3.62136 0.0 0.0 0.0
O 10.36658 7.01143 -3.51447 0.0 0.0 0.0
C 9.17691 6.40976 -3.23278 0.0 0.0 0.0
C 7.97968 7.08755 -3.05166 0.0 0.0 0.0
C 6.82413 6.36777 -2.76603 0.0 0.0 0.0
C 6.83984 4.98522 -2.65806 0.0 0.0 0.0
C 8.05563 4.31928 -2.84511 0.0 0.0 0.0
C 9.20679 5.01895 -3.12794 0.0 0.0 0.0
C 5.64008 4.19913 -2.35715 0.0 0.0 0.0
N 5.61135 2.89441 -2.23911 0.0 0.0 0.0
C 4.30249 2.57974 -1.96041 0.0 0.0 0.0
C 3.53353 3.71739 -1.90948 0.0 0.0 0.0
N 4.40230 4.75215 -2.16498 0.0 0.0 0.0
C 2.13305 3.72314 -1.62158 0.0 0.0 0.1
C 1.31509 4.83172 -1.49861 0.0 0.0 0.0
C -0.02905 4.66265 -1.17745 0.0 0.0 0.0
C -0.51458 3.37524 -1.00325 0.0 0.0 0.0
N 0.24391 2.29425 -1.12655 0.1 -0.2 0.0
C 1.56663 2.43340 -1.41894 0.1 0.1 -0.1
C 2.33442 1.24828 -1.49989 0.2 0.0 0.1
N 1.66733 0.05541 -1.29515 -0.3 0.2 0.2
C 2.39423 -1.09018 -1.28641 0.0 0.0 -0.1
C 3.74559 -1.11155 -1.49665 0.0 0.0 0.0
C 4.44122 0.09159 -1.73801 0.0 0.0 0.0
C 3.73112 1.27482 -1.73865 0.0 0.0 0.0
H 11.39967 8.70223 -3.84101 0.0 0.0 0.0
H 10.06164 8.89230 -2.68586 0.0 0.0 0.0
H 9.72405 8.76162 -4.43191 0.0 0.0 0.0
H 7.92622 8.16345 -3.12776 0.0 0.0 0.0
H 5.90460 6.92404 -2.62859 0.0 0.0 0.0
H 8.06957 3.24135 -2.76197 0.0 0.0 0.0
H 10.14964 4.50864 -3.27331 0.0 0.0 0.0
H 4.16842 5.72623 -2.21285 0.0 0.0 0.0
H 1.71621 5.82882 -1.64274 0.0 0.0 0.0
H -0.69223 5.50778 -1.06662 0.0 0.0 0.0
H -1.55423 3.19244 -0.76114 0.0 0.0 0.0
H 1.81810 -1.98893 -1.10498 0.0 0.0 0.0
H 4.26628 -2.05855 -1.47422 0.0 0.0 0.0
H 5.50732 0.10469 -1.91666 0.0 0.0 0.0
Te -1.48586 0.70714 -3.31215 -0.1 0.0 0.2
C -2.63728 -0.98897 -3.83900 0.0 -0.1 -0.1
C -2.03216 -2.18919 -4.20600 0.0 0.0 0.1
C -2.79094 -3.25424 -4.66960 0.0 0.0 0.0
C -4.16997 -3.13905 -4.77456 0.0 0.0 0.0
C -4.78467 -1.95662 -4.39008 0.0 0.0 0.0
C -4.02479 -0.89247 -3.92340 0.0 0.0 0.0
H -0.95835 -2.29292 -4.11512 0.0 0.0 0.0
H -2.30065 -4.17977 -4.94685 0.0 0.0 0.0
H -4.76074 -3.96590 -5.14909 0.0 0.0 0.0
H -5.86244 -1.86021 -4.44857 0.0 0.0 0.0
H -4.51377 0.02282 -3.61370 0.0 0.0 0.0
```
Forces are in eV/Å.



Entry 3:
C25H48Cl3N4O3SSiTi as an isolated structure in a non-equilibrium geometry. Source: OMol25; level of theory: wB97M-V/def2-TZVPD.

HOMO energy (spin up / spin down) in eV: -6.110 / -7.775
Multiplicity: 2
Net charge: 0
Max |F| in hartree/bohr: 0.0555
Energy relative to the best compared isomer or geometry (same formula, charge and spin) in kcal per mole: 0.0
E_tot in a.u.: -4344.1005

```
86
Properties=species:S:1:pos:R:3:forces:R:3
C -2.87523 1.70657 -2.29950 0.1 0.1 -0.4
C -3.52630 1.25628 -1.03234 -0.6 -0.3 0.6
H -3.48830 1.46235 -3.17456 0.2 0.1 0.1
H -1.88641 1.23811 -2.42921 -0.3 0.2 0.1
H -2.71825 2.79934 -2.29604 0.0 -0.3 0.1
C -4.78902 0.81599 -0.92290 0.6 0.3 -0.1
C -5.78257 0.77545 -2.03123 -0.4 -0.1 -0.3
H -5.17008 0.50392 0.04912 0.1 0.1 -0.1
H -5.35743 1.03630 -3.00413 -0.1 -0.1 0.2
H -6.60509 1.47387 -1.82986 0.1 -0.1 0.0
H -6.23715 -0.21853 -2.11216 0.0 0.1 -0.1
Ti 0.18202 0.10932 0.09384 -1.1 0.2 0.1
Cl 0.68996 2.35237 0.30305 0.4 1.2 0.1
Cl 0.50913 0.15137 -2.19175 0.6 0.0 -1.1
H 5.37126 -1.00765 1.79997 -0.2 -0.1 -0.1
H 6.04721 1.04613 0.52993 -0.2 0.0 -0.2
C 4.71570 -1.30672 0.96960 0.3 0.1 -0.1
C 5.40037 0.71541 -0.29579 0.0 0.0 -0.1
N 4.32053 -0.11292 0.22275 0.4 -0.2 0.2
H 3.84533 -1.84359 1.34788 0.1 0.2 -0.1
C 3.05815 0.22214 0.04376 -1.4 -1.0 0.6
O 2.09955 -0.44960 0.54432 2.2 0.7 -0.6
H 4.96752 1.58556 -0.80016 0.2 -0.2 0.1
H 2.84893 1.10946 -0.56566 0.1 -0.1 0.1
H 5.30477 -1.96164 0.31251 -0.2 0.1 0.1
H 6.01384 0.14476 -1.00692 -0.2 0.1 0.1
H -2.67364 -1.23392 -2.47715 0.2 -0.2 0.1
H -4.33645 -2.18792 -0.66230 0.3 -0.2 0.0
C -2.02411 -2.09528 -2.25852 -0.1 0.3 0.0
C -3.61660 -3.02113 -0.61878 -0.1 -0.1 0.1
N -2.26849 -2.54389 -0.88524 0.2 -0.3 0.3
H -0.98212 -1.79568 -2.39742 -0.3 -0.1 0.2
C -1.35377 -2.50302 0.08525 1.2 1.3 -0.7
O -0.23760 -1.91258 -0.01559 -1.7 -2.3 0.2
H -3.64758 -3.46918 0.37975 -0.1 0.0 -0.2
H -1.62602 -3.00343 1.03176 -0.1 0.1 -0.3
H -2.29309 -2.90559 -2.95222 0.1 0.1 0.3
H -3.90405 -3.76445 -1.37395 0.1 0.1 0.2
O -1.63367 0.36479 0.13847 -0.4 0.0 -0.3
C -2.62859 1.35124 0.19227 0.3 -0.5 0.3
C -3.61733 0.00382 2.12111 -0.2 0.0 0.4
C -3.34430 1.22963 1.52830 0.2 0.7 -0.4
H -3.28443 -0.92046 1.63403 -0.1 0.4 0.2
C -4.29500 -0.03149 3.34653 0.1 0.2 -0.3
H -2.13580 2.33564 0.14758 -0.1 0.0 0.1
C -3.70332 2.42529 2.15684 -0.3 -0.6 0.1
H -4.49942 -0.99608 3.81108 0.0 0.3 0.0
C -4.71068 1.16094 3.95158 0.0 -0.1 -0.1
C -4.41895 2.38934 3.35205 0.1 0.0 -0.1
H -3.43379 3.35499 1.65438 -0.2 -0.1 0.3
H -5.26846 1.12928 4.89013 0.2 0.0 -0.3
H -4.74026 3.32866 3.80198 0.1 -0.3 0.0
Si 2.87601 0.53130 -6.62759 0.0 0.0 0.1
Cl 1.04095 0.91613 -7.52520 -0.1 0.0 -0.2
C 2.92217 -1.31615 -6.33965 0.0 0.0 0.0
C 2.87123 1.54533 -5.05995 0.1 -0.1 0.0
C 4.21717 1.07290 -7.82340 0.0 0.0 0.0
H 2.07523 -1.62624 -5.71375 0.2 0.1 -0.1
H 3.85343 -1.60552 -5.83618 -0.1 0.0 -0.1
H 2.86154 -1.85780 -7.29337 0.0 0.1 0.2
H 4.15681 0.51296 -8.76622 0.0 0.1 0.2
H 5.21106 0.90160 -7.38838 -0.2 0.0 -0.1
H 4.12695 2.14144 -8.05925 0.0 -0.2 0.1
H 2.03765 1.25830 -4.40440 0.2 0.1 -0.1
H 2.77236 2.61178 -5.30567 0.0 -0.2 0.1
H 3.80904 1.40217 -4.50761 -0.1 0.1 0.0
C 1.50159 2.15226 3.70976 -0.3 0.3 -0.1
N 1.61511 0.86914 4.40290 -0.4 -0.3 0.4
C 2.11211 0.92861 5.77519 0.3 0.5 0.1
C 1.00480 -0.21925 3.86419 -0.2 0.1 -0.8
S -0.21887 -0.00045 2.64913 0.5 -0.1 1.3
N 1.33130 -1.49009 4.23907 -0.3 0.3 0.1
C 1.71067 -1.94437 5.57195 0.3 -0.3 0.2
C 0.89369 -2.58546 3.37105 -0.2 -0.3 0.1
H 1.89474 2.92610 4.37501 0.0 -0.1 -0.2
H 0.45614 2.37325 3.46987 0.2 0.0 0.0
H 2.06839 2.14025 2.77284 -0.2 0.0 0.2
H 1.35621 0.60090 6.50444 0.3 0.0 -0.2
H 3.05564 0.37791 5.88642 -0.3 0.1 0.1
H 2.33279 1.97394 6.01233 -0.1 -0.3 -0.1
H 0.86745 -2.44746 6.06575 0.1 0.1 -0.2
H 2.52260 -2.67383 5.46889 -0.1 0.1 0.1
H 2.04920 -1.15011 6.22467 -0.1 -0.4 -0.2
H -0.18433 -2.52839 3.16379 0.3 0.0 0.1
H 1.43115 -2.56446 2.41414 -0.2 0.1 0.2
H 1.10710 -3.52023 3.90279 0.0 0.2 -0.2
```
Forces are in eV/Å.



- Which value of net charge does entry 3 give?
  0



- Among the records above, which one has the lowest max |F|?
  C28H19N4O5TeV